Entry 1:
{"formula": "C28H53B2O12Si", "method": "ωB97M-V/def2-TZVPD", "symbols": ["C", "C", "B", "C", "C", "O", "Si", "C", "C", "C", "C", "C", "O", "C", "C", "C", "C", "C", "C", "B", "C", "O", "H", "H", "H", "H", "H", "H", "H", "H", "H", "H", "H", "H", "H", "H", "H", "H", "H", "H", "H", "H", "H", "H", "H", "H", "H", "H", "H", "H", "H", "C", "C", "O", "C", "O", "O", "C", "H", "H", "H", "H", "H", "H", "H", "H", "C", "C", "O", "C", "O", "O", "C", "H", "H", "H", "H", "H", "H", "H", "H", "C", "C", "O", "C", "O", "O", "C", "H", "H", "H", "H", "H", "H", "H", "H"], "xyz": [[1.6382, 2.4979, 2.4003], [0.1506, 2.8946, 2.2419], [-0.5641, 2.5217, 0.7781], [0.3385, 1.5658, -0.2235], [0.1985, 0.0512, 0.0239], [0.4524, -0.3400, 1.3949], [-0.2503, -1.8036, 1.8244], [-1.6484, -1.4561, 3.0593], [1.0343, -2.8599, 2.7660], [-0.8637, -2.8543, 0.3819], [-2.0303, 1.8307, 1.1286], [-2.9855, 1.6676, -0.0298], [-2.6995, 1.5621, -1.2112], [-4.4856, 1.5774, 0.3334], [-4.9003, 0.3781, 0.8752], [-6.2104, 0.1934, 1.2649], [-7.0955, 1.2456, 1.1103], [-6.6884, 2.4271, 0.5522], [-5.3759, 2.6143, 0.1608], [-0.7810, 4.0130, -0.0254], [-1.7898, 5.1523, 0.5396], [-0.1011, 4.3627, -1.2032], [1.7685, 1.4510, 2.6896], [2.0573, 3.0882, 3.2394], [2.2584, 2.7709, 1.5372], [-0.4095, 2.3891, 3.0503], [0.0843, 3.9776, 2.4517], [1.3969, 1.8615, -0.3094], [-0.0779, 1.7030, -1.2355], [-0.8123, -0.2149, -0.3143], [0.9250, -0.4755, -0.6234], [-2.6070, -1.3411, 2.5348], [-1.4586, -0.5038, 3.5688], [-1.7264, -2.2706, 3.7886], [0.5023, -3.3567, 3.5817], [1.4916, -3.5649, 2.0641], [1.7954, -2.1570, 3.1240], [-1.5856, -3.5752, 0.8016], [-1.4172, -2.3034, -0.3842], [-0.0449, -3.4369, -0.0543], [-1.9530, 0.8686, 1.6608], [-2.5322, 2.5195, 1.8339], [-4.1899, -0.4378, 0.9959], [-6.4790, -0.7645, 1.7037], [-8.1161, 1.0833, 1.4546], [-7.4203, 3.2275, 0.4562], [-5.0443, 3.5557, -0.2683], [-2.5593, 5.3786, -0.2202], [-1.2076, 6.0810, 0.6647], [-2.2393, 4.8650, 1.4948], [-0.5896, 5.0751, -1.6367], [4.9344, 0.3727, -1.6812], [4.2382, -0.6416, -0.7993], [4.3036, -1.9567, -1.3830], [5.4416, -2.6100, -1.1993], [6.4056, -2.2165, -0.5900], [5.3528, -3.7889, -1.8240], [6.5448, -4.5720, -1.7571], [4.5382, 0.3306, -2.6968], [4.7968, 1.3792, -1.2870], [6.0048, 0.1681, -1.7439], [3.1821, -0.3902, -0.7173], [4.6473, -0.6441, 0.2105], [6.8798, -4.6902, -0.7280], [7.3293, -4.1173, -2.3619], [6.3070, -5.5517, -2.1643], [13.7773, -3.7630, -1.6392], [12.7811, -4.4069, -0.6972], [12.0626, -3.4209, 0.0508], [11.0445, -2.8425, -0.5968], [10.6914, -3.0920, -1.7211], [10.5023, -1.9397, 0.2129], [9.4272, -1.1917, -0.3737], [14.4310, -3.0802, -1.0944], [14.3869, -4.5219, -2.1310], [13.2673, -3.1799, -2.4061], [13.3071, -5.0185, 0.0352], [12.0914, -5.0607, -1.2316], [8.6718, -1.8496, -0.7910], [9.8158, -0.5190, -1.1384], [8.9738, -0.6017, 0.4176], [-9.3554, 0.5168, -2.2532], [-10.3641, -0.0963, -1.3067], [-11.0516, 0.9136, -0.5510], [-12.0518, 1.5207, -1.1827], [-12.4333, 1.2936, -2.3018], [-12.5599, 2.4440, -0.3595], [-13.6103, 3.2201, -0.9337], [-8.6786, 1.1792, -1.7113], [-8.7708, -0.2589, -2.7477], [-9.8491, 1.1160, -3.0191], [-9.8515, -0.7229, -0.5781], [-11.0769, -0.7299, -1.8354], [-14.3899, 2.5822, -1.3464], [-13.2121, 3.8799, -1.7038], [-14.0350, 3.8237, -0.1354]], "forces_ev_per_a": [[-0.038, 0.878, 0.915], [0.297, -0.397, -0.087], [0.718, 0.012, -0.266], [-0.370, -0.701, 0.146], [0.744, 1.180, -0.703], [-0.693, -1.174, -0.414], [0.483, 0.349, 0.619], [0.010, 0.097, -0.478], [-0.476, 0.791, -0.694], [-0.404, -0.105, 0.322], [-0.242, 0.753, -0.514], [-0.586, -0.124, -0.179], [0.033, 0.143, 0.629], [1.508, -0.030, -0.176], [0.068, -0.602, 0.164], [0.398, -0.181, 0.026], [-0.899, -1.119, 0.570], [-0.493, 0.949, -0.102], [0.059, 0.228, -0.176], [-0.396, 0.078, 0.125], [0.467, -0.042, -0.558], [-0.597, -0.076, 0.104], [-0.013, 0.038, -0.500], [0.047, -0.224, -0.141], [-0.207, -0.326, -0.017], [0.130, 0.186, -0.027], [-0.098, -0.214, 0.053], [-0.135, -0.092, 0.222], [0.168, -0.044, 0.144], [0.127, -0.122, 0.288], [-0.296, -0.225, 0.148], [0.104, -0.087, 0.192], [0.041, -0.232, 0.038], [-0.099, 0.166, -0.072], [0.416, -0.126, -0.015], [0.017, -0.057, 0.325], [-0.058, -0.320, 0.214], [0.234, 0.065, -0.021], [0.270, -0.065, 0.014], [-0.138, 0.221, -0.123], [0.018, 0.093, -0.134], [-0.088, -0.362, -0.023], [-0.009, 0.179, -0.014], [-0.267, 0.224, -0.054], [0.057, 0.326, -0.172], [0.191, -0.038, -0.070], [-0.039, -0.101, 0.054], [-0.039, -0.072, 0.308], [-0.192, -0.096, 0.146], [-0.099, 0.183, -0.183], [0.384, 0.168, 0.066], [0.273, -0.146, -0.154], [-0.149, 0.669, 0.087], [0.000, -0.163, 0.157], [-0.191, 0.158, -0.173], [0.005, -0.075, 0.041], [0.047, -0.071, 0.077], [0.131, -0.199, -0.056], [-0.129, 0.074, 0.059], [-0.073, -0.024, 0.009], [-0.004, 0.019, 0.095], [-0.050, -0.265, -0.085], [0.116, -0.193, -0.070], [0.037, 0.121, -0.018], [0.054, 0.043, 0.125], [-0.171, 0.084, -0.047], [-0.077, 0.247, -0.093], [0.328, -0.259, -0.213], [-0.081, -0.107, 0.074], [0.002, 0.159, 0.078], [0.021, -0.070, -0.003], [0.045, -0.047, -0.013], [-0.238, 0.206, -0.094], [0.053, -0.109, 0.053], [-0.004, -0.014, 0.034], [-0.045, -0.094, -0.017], [-0.101, 0.145, 0.171], [-0.103, 0.158, -0.022], [0.065, -0.015, -0.027], [0.019, -0.095, -0.053], [0.145, -0.106, 0.129], [-0.072, 0.350, -0.073], [0.404, -0.342, -0.276], [-0.159, -0.065, 0.099], [0.223, 0.020, 0.030], [-0.087, 0.005, 0.019], [-0.072, -0.035, 0.008], [-0.188, 0.179, 0.017], [0.085, -0.148, 0.057], [0.006, -0.019, 0.057], [-0.062, -0.106, -0.022], [-0.092, 0.178, 0.191], [-0.132, 0.178, 0.001], [0.092, -0.018, -0.097], [-0.044, -0.093, -0.084], [0.153, -0.067, 0.104]], "orbital_gap_ev": 6.11, "total_charge": -1, "homo_ha": -0.1480}

=====

Entry 2:
{"formula": "C28H53BiBrN6O3PS", "method": "ωB97M-V/def2-TZVPD", "symbols": ["Bi", "N", "C", "C", "O", "N", "C", "C", "O", "O", "H", "H", "H", "H", "H", "H", "C", "C", "N", "C", "C", "S", "C", "C", "N", "H", "H", "H", "H", "H", "H", "H", "H", "H", "H", "H", "H", "H", "H", "C", "C", "C", "C", "C", "Br", "N", "C", "H", "H", "H", "H", "H", "H", "C", "C", "C", "C", "P", "N", "C", "C", "C", "C", "C", "C", "C", "C", "H", "H", "H", "H", "H", "H", "H", "H", "H", "H", "H", "H", "H", "H", "H", "H", "H", "H", "H", "H", "H", "H", "H", "H", "H", "H", "H"], "xyz": [[0.1483, 0.2487, -0.3516], [-0.9527, 1.2648, 2.9181], [-1.8388, 2.2427, 2.2695], [-1.1888, 3.0455, 1.1500], [-1.6732, 4.1283, 0.8322], [-0.0981, 2.4270, 0.6044], [2.4083, 3.2835, 0.6716], [2.3098, 1.8665, 1.1945], [2.2649, 1.6155, 2.3937], [2.2367, 0.9466, 0.2483], [0.0269, 1.4952, 2.7557], [-1.0765, 1.3041, 3.9210], [-2.7054, 1.7368, 1.8268], [-2.2274, 2.9857, 2.9633], [3.2764, 3.4254, 0.0263], [2.3598, 4.0167, 1.4725], [0.1615, -3.5720, -0.2600], [0.8335, -3.0166, 1.0137], [-0.0644, -2.1089, 1.7093], [-1.2418, -2.7216, 2.3031], [-2.4884, -1.8445, 2.2191], [-2.9819, -1.2965, 0.5505], [-2.9320, -2.8267, -0.4307], [-1.8469, -2.8455, -1.5132], [-0.5213, -2.5363, -1.0211], [0.9205, -4.0835, -0.8629], [-0.5663, -4.3321, 0.0315], [1.1470, -3.8719, 1.6294], [1.7355, -2.4584, 0.7445], [0.4090, -1.4807, 2.3471], [-1.4284, -3.6643, 1.7909], [-1.0904, -2.9725, 3.3602], [-3.3395, -2.3468, 2.6801], [-2.2915, -0.9024, 2.7303], [-2.8055, -3.6566, 0.2642], [-3.9086, -2.9382, -0.9004], [-1.8943, -3.8350, -1.9936], [-2.0918, -2.1043, -2.2775], [0.0653, -2.1306, -1.7436], [-4.6655, 1.5707, -3.5226], [-3.3858, 2.1194, -2.9438], [-3.0165, 3.4573, -3.0681], [-1.8476, 3.9156, -2.4851], [-1.0555, 3.0301, -1.7690], [0.7640, 3.4891, -0.6714], [-1.3969, 1.7446, -1.6668], [-2.5290, 1.2989, -2.2340], [-5.0293, 2.1905, -4.3418], [-5.4453, 1.5321, -2.7584], [-4.5178, 0.5568, -3.8978], [-3.6594, 4.1364, -3.6203], [-1.5505, 4.9561, -2.5630], [-2.7529, 0.2431, -2.0989], [3.8709, 1.4861, -2.4219], [3.7109, 0.0504, -2.9450], [4.7589, -0.2029, -4.0293], [3.9794, -0.8833, -1.7413], [1.9027, -0.1894, -3.4768], [0.9195, -0.1590, -2.2641], [1.4045, 1.1121, -4.7855], [2.2100, 1.2073, -6.0922], [1.4529, 2.4928, -4.1092], [-0.0641, 0.8204, -5.1339], [1.7479, -1.8849, -4.3391], [2.5222, -2.9484, -3.5508], [0.2516, -2.3054, -4.3370], [2.2577, -1.9047, -5.7889], [4.8384, 1.5630, -1.9180], [3.0973, 1.7137, -1.6882], [3.8574, 2.2270, -3.2177], [5.7496, -0.1375, -3.5682], [4.7233, 0.5443, -4.8213], [4.6741, -1.1936, -4.4770], [4.7601, -0.4378, -1.1206], [4.3253, -1.8682, -2.0442], [3.0973, -0.9804, -1.1102], [3.2858, 1.1406, -5.9376], [2.0050, 2.1851, -6.5407], [1.9195, 0.4578, -6.8222], [2.4213, 2.9727, -4.2455], [1.2410, 2.4281, -3.0444], [0.6993, 3.1456, -4.5616], [-0.1683, -0.0798, -5.7443], [-0.4652, 1.6606, -5.7103], [-0.6662, 0.7104, -4.2308], [2.2914, -2.9060, -2.4834], [3.6003, -2.8557, -3.6803], [2.2330, -3.9352, -3.9249], [0.0799, -3.1263, -3.6392], [-0.0397, -2.6613, -5.3283], [-0.4144, -1.4929, -4.0564], [3.2141, -1.3985, -5.9180], [1.5382, -1.4520, -6.4682], [2.3852, -2.9463, -6.1014]], "forces_ev_per_a": [[0.291, -0.165, -0.091], [0.123, -0.052, -0.106], [0.229, -0.205, 0.034], [0.117, 0.251, -0.364], [0.303, -0.337, 0.097], [-0.603, 0.528, 0.521], [-0.142, -0.186, -0.035], [0.016, 0.038, 0.236], [-0.005, 0.055, -0.377], [-0.451, -0.113, 0.068], [-0.041, 0.073, -0.016], [-0.066, -0.061, 0.029], [-0.009, -0.008, -0.012], [-0.033, 0.081, 0.026], [-0.013, 0.021, 0.011], [0.001, -0.019, -0.030], [0.049, 0.184, 0.156], [-0.212, 0.065, -0.103], [0.001, 0.102, 0.021], [0.000, 0.210, -0.091], [0.122, 0.045, -0.280], [0.139, 0.032, -0.002], [0.085, 0.167, 0.111], [0.006, 0.001, 0.102], [0.107, 0.006, 0.011], [0.000, -0.065, 0.036], [-0.014, -0.030, -0.077], [0.101, -0.004, 0.001], [-0.024, -0.002, 0.007], [0.033, -0.157, 0.026], [0.000, -0.066, 0.061], [0.006, -0.042, 0.033], [0.046, 0.001, 0.088], [-0.060, 0.044, 0.089], [-0.059, -0.045, -0.054], [0.001, -0.110, -0.030], [-0.006, 0.005, -0.103], [-0.009, -0.004, -0.011], [-0.028, -0.109, -0.092], [0.096, 0.029, 0.108], [-0.084, -0.117, -0.061], [0.023, 0.089, -0.052], [-0.038, -0.052, -0.086], [-0.085, -0.095, -0.001], [0.276, 0.032, 0.286], [-0.284, 0.000, -0.187], [0.233, 0.088, 0.072], [0.022, -0.006, 0.008], [-0.007, 0.003, -0.044], [-0.030, 0.027, -0.006], [0.027, -0.009, 0.020], [-0.068, -0.050, 0.014], [0.011, 0.037, -0.022], [-0.036, 0.034, -0.045], [-0.230, -0.044, 0.096], [0.061, -0.056, 0.039], [0.024, 0.070, -0.014], [0.109, -0.175, -0.299], [-0.016, -0.058, 0.061], [0.004, -0.056, 0.187], [-0.023, 0.081, 0.062], [-0.059, 0.047, 0.036], [0.006, -0.008, -0.087], [-0.095, 0.159, 0.003], [0.007, 0.007, 0.020], [0.059, 0.041, 0.009], [0.031, -0.014, 0.024], [-0.012, -0.020, -0.014], [0.072, 0.022, -0.029], [0.051, -0.056, -0.012], [-0.023, 0.009, -0.016], [0.037, -0.050, 0.029], [0.057, 0.052, 0.035], [-0.006, 0.000, -0.040], [-0.022, 0.003, -0.014], [0.059, -0.003, 0.014], [-0.067, 0.064, -0.036], [0.004, -0.047, 0.019], [0.044, -0.001, 0.006], [-0.073, -0.018, 0.015], [-0.016, 0.022, -0.053], [0.024, -0.058, -0.006], [-0.013, 0.059, 0.052], [0.050, -0.042, 0.004], [-0.011, 0.046, -0.018], [0.024, -0.030, -0.056], [-0.058, -0.020, 0.027], [-0.013, 0.024, 0.006], [0.008, 0.015, 0.006], [0.016, 0.006, 0.025], [-0.019, -0.067, 0.023], [-0.051, -0.057, -0.020], [0.026, -0.015, 0.006], [-0.019, 0.031, 0.017]], "orbital_gap_ev": 7.50, "homo_ha": -0.2586, "e_above_lowest_ev": 5.0311}

=====

Question: Number 2 is which compound?
Answer: C28H53BiBrN6O3PS